# 1
Here is a molecular structure, C33H30AuGeNO2S from the OMol25 dataset. Energies are from ωB97M-V/def2-TZVPD.

## Properties
- spin multiplicity = 1
- energy above the lowest of the compared OMol25 structures with the same formula, charge and spin (kcal per mole) = 0.5
- LUMO level (eV) = 0.0

Structure (XYZ):
```
69
Properties=species:S:1:pos:R:3:forces:R:3:mulliken_charge:R:1
Au -2.2581 -0.5870 1.4138 0.03 0.04 0.04 0.350
O -1.7852 -0.4333 5.4965 -0.02 0.00 -0.06 -0.677
C -1.6117 -0.8936 4.3829 0.00 0.05 0.01 0.522
O -2.4534 -0.6752 3.4077 0.05 -0.09 0.08 -0.700
C -0.4083 -1.8264 4.1960 -0.06 0.01 -0.01 -0.698
C 0.1819 -2.0787 2.8145 0.02 0.06 -0.04 -0.717
Ge 1.2487 -0.6592 1.9511 -0.09 -0.06 -0.04 1.221
C 3.1007 -0.9897 2.4890 0.03 0.01 -0.03 -0.170
C 3.6995 -0.2725 3.5231 0.01 -0.04 0.01 -0.155
C 4.9907 -0.5706 3.9398 0.00 0.01 0.00 -0.645
C 5.7024 -1.5899 3.3235 -0.01 -0.01 -0.01 -0.457
C 5.1195 -2.3115 2.2903 0.00 0.01 0.00 -0.661
C 3.8280 -2.0112 1.8790 0.05 0.02 0.01 -0.353
C 0.9381 1.2516 2.2528 0.01 -0.04 0.00 0.883
C 1.9441 2.1124 1.8000 -0.01 -0.01 -0.02 -0.613
C 1.8199 3.4894 1.9159 -0.01 0.01 0.00 -0.759
C 0.6870 4.0329 2.5075 0.01 0.00 -0.01 -0.538
C -0.3079 3.1930 2.9835 -0.01 -0.01 0.02 -0.853
C -0.1856 1.8139 2.8571 0.00 0.00 -0.01 -0.366
C 1.1570 -1.0080 0.0091 -0.04 -0.01 0.06 -0.061
C 0.8903 -2.2995 -0.4532 -0.01 0.01 -0.03 -0.263
C 0.8173 -2.5794 -1.8126 -0.02 0.04 0.00 -0.928
C 1.0102 -1.5632 -2.7403 0.01 -0.02 0.02 -0.517
C 1.2705 -0.2720 -2.3003 0.00 -0.03 0.00 -0.491
C 1.3424 -0.0021 -0.9390 0.02 -0.03 0.02 -0.281
H -0.7550 -2.7819 4.6036 0.02 0.00 0.03 0.427
H 0.3541 -1.4678 4.8883 0.00 0.00 0.01 0.260
H -0.5816 -2.4307 2.1185 -0.04 0.04 0.00 0.388
H 0.9052 -2.8970 2.9062 0.01 0.02 -0.02 0.581
H 3.1558 0.5303 4.0095 0.01 0.00 0.00 0.373
H 5.4407 -0.0053 4.7466 0.00 0.00 0.00 0.398
H 6.7100 -1.8207 3.6456 0.00 0.00 0.00 0.372
H 5.6722 -3.1051 1.8027 0.00 0.00 0.01 0.402
H 3.3881 -2.5749 1.0619 0.02 0.00 0.01 0.293
H 2.8498 1.7020 1.3647 0.00 0.00 -0.01 0.480
H 2.6121 4.1354 1.5577 0.00 0.00 0.01 0.406
H 0.5893 5.1065 2.6114 0.00 -0.01 -0.01 0.406
H -1.1848 3.6049 3.4672 0.01 0.00 -0.01 0.446
H -0.9785 1.1898 3.2451 0.00 0.03 -0.02 0.199
H 0.7276 -3.1046 0.2547 -0.01 0.00 0.00 0.359
H 0.6045 -3.5875 -2.1466 0.01 0.01 0.00 0.402
H 0.9628 -1.7784 -3.8010 0.00 0.00 0.00 0.474
H 1.4151 0.5265 -3.0174 0.01 0.03 -0.01 0.436
H 1.5317 1.0148 -0.6135 0.03 -0.01 0.00 0.310
N -2.0994 -0.3700 -0.5879 -0.09 -0.21 -0.05 -0.127
S -3.1533 0.3735 -1.5080 0.07 0.03 -0.08 0.197
C -3.4337 -0.6446 -2.9529 0.09 0.01 0.09 0.336
C -2.4183 -0.8974 -3.8674 -0.01 0.04 0.01 0.033
C -2.6524 -1.7863 -4.9026 0.01 0.02 0.01 -0.744
C -3.8893 -2.4110 -5.0178 0.00 -0.01 0.01 -0.453
C -4.8949 -2.1537 -4.0984 0.00 -0.01 -0.02 -0.552
C -4.6672 -1.2693 -3.0532 -0.03 0.05 0.03 -0.551
C -2.2856 1.7603 -2.2504 -0.10 0.05 -0.06 0.219
C -1.1542 2.2315 -1.6073 -0.01 -0.03 0.03 -0.454
C -0.5029 3.3446 -2.1232 0.00 0.01 -0.02 -0.493
C -0.9934 3.9765 -3.2554 0.00 0.00 0.02 -0.630
C -2.1451 3.5067 -3.8773 0.00 -0.02 0.00 -0.526
C -2.8012 2.3952 -3.3750 0.04 -0.03 0.03 -0.400
H -1.2618 -0.6875 -1.0654 0.04 0.02 -0.02 0.056
H -1.4602 -0.4033 -3.7673 0.02 0.00 0.00 0.428
H -1.8711 -1.9923 -5.6226 0.00 0.00 0.01 0.408
H -4.0667 -3.1048 -5.8291 0.00 0.01 0.00 0.390
H -5.8557 -2.6417 -4.1909 0.00 0.00 0.00 0.405
H -5.4387 -1.0672 -2.3202 0.01 -0.01 -0.01 0.396
H -0.7913 1.7287 -0.7192 -0.02 0.05 0.00 0.828
H 0.3865 3.7167 -1.6318 0.00 0.00 0.02 0.505
H -0.4829 4.8436 -3.6536 0.00 0.00 0.00 0.397
H -2.5307 4.0061 -4.7563 0.00 -0.01 0.01 0.394
H -3.6934 2.0194 -3.8597 -0.01 0.00 -0.01 0.450
```
Positions in Å, forces in eV/Å.

***

# 2
Here is a molecular structure, C33H30BrN4PtS2 from the OMol25 dataset. Energies are from ωB97M-V/def2-TZVPD.

## Properties
- spin multiplicity = 1
- LUMO level (spin up / spin down) (eV) = -4.2 / -4.2
- charge = +1

Structure (XYZ):
```
71
Properties=species:S:1:pos:R:3:forces:R:3:mulliken_charge:R:1
Pt 2.2837 0.0120 0.0063 0.96 -0.25 0.41 0.429
Br 2.3114 -0.0192 2.4290 0.33 0.02 0.15 -0.091
C 4.2198 0.0095 2.6181 0.33 0.00 0.23 1.141
C 4.7789 0.0105 3.8640 -0.54 -0.01 -0.22 -0.777
C 6.1753 0.0151 3.9783 0.35 -0.01 -0.24 -0.541
C 6.9507 0.0111 2.8515 -0.12 0.00 0.28 -0.874
C 6.3726 0.0177 1.5648 -0.25 -0.01 -0.13 0.758
C 7.1736 0.0168 0.4055 0.03 0.02 -0.28 -0.814
C 6.5912 0.0598 -0.8279 0.23 -0.01 0.23 -1.098
C 5.1960 0.0984 -0.9652 -0.44 0.02 0.25 0.354
C 4.3506 0.0625 0.1243 -0.82 0.03 -0.42 -0.485
C 4.9541 0.0265 1.4162 0.12 0.00 0.14 0.246
H 4.1631 0.0071 4.7490 -0.10 -0.01 0.09 0.399
H 6.6263 0.0182 4.9580 0.04 0.00 0.09 0.389
H 8.0283 0.0080 2.9288 0.08 0.00 0.02 0.385
H 8.2481 -0.0126 0.5057 0.11 0.01 0.05 0.376
H 7.1984 0.0641 -1.7193 0.14 0.02 -0.09 0.404
H 4.8063 0.1576 -1.9701 -0.06 0.04 -0.02 0.440
S 0.2332 -1.5334 -0.1346 -1.21 0.58 0.51 -0.309
C -1.2194 -0.6672 0.2062 0.54 -5.29 -1.17 0.232
N -2.3947 -1.3449 0.1783 1.43 1.50 0.37 0.176
C -3.6064 -0.5617 0.2171 -0.63 0.68 0.24 -0.744
C -3.4435 0.5764 1.2262 -0.64 -0.69 0.01 -0.785
N -2.2976 1.3750 0.8621 1.17 -1.46 -0.84 0.203
C -2.4278 2.8134 0.7492 0.14 0.74 0.09 -1.618
C -3.3350 3.1980 -0.3934 -0.20 -0.09 0.17 0.706
C -4.5742 3.7672 -0.1367 0.11 -0.02 0.04 -0.314
C -5.4193 4.1102 -1.1770 -0.11 0.04 -0.06 -0.677
C -5.0338 3.8804 -2.4859 -0.09 0.05 0.00 -0.395
C -3.7989 3.3113 -2.7510 0.05 -0.06 -0.06 -0.774
C -2.9531 2.9695 -1.7110 0.04 -0.03 0.01 -0.069
C -1.2000 0.7153 0.4134 0.89 5.37 0.75 0.271
S 0.2445 1.6197 0.1602 -1.37 -0.47 0.20 -0.368
C -2.4691 -2.7869 0.2965 0.11 -0.73 -0.15 -1.538
C -2.9449 -3.1967 1.6684 -0.22 0.10 -0.09 0.702
C -4.2097 -3.7420 1.8375 0.09 0.01 -0.08 -0.332
C -4.6537 -4.1064 3.0963 -0.09 -0.03 0.09 -0.647
C -3.8377 -3.9210 4.1984 -0.08 -0.05 0.02 -0.414
C -2.5758 -3.3727 4.0382 0.07 0.06 0.03 -0.755
C -2.1308 -3.0094 2.7799 0.02 0.03 -0.03 -0.133
H -4.4369 -1.2058 0.5024 0.02 0.04 0.01 0.424
H -3.8014 -0.1296 -0.7744 -0.06 -0.17 0.09 0.395
H -3.2959 0.1434 2.2247 -0.08 0.17 -0.05 0.400
H -4.3303 1.2091 1.2322 0.03 -0.05 -0.01 0.433
H -1.4269 3.2218 0.5797 -0.31 -0.09 0.23 0.485
H -2.8080 3.2159 1.6930 0.02 -0.09 -0.06 0.455
H -4.8724 3.9557 0.8845 -0.05 0.02 0.13 0.405
H -6.3783 4.5552 -0.9616 -0.10 0.05 0.00 0.393
H -5.6920 4.1492 -3.2976 -0.06 0.02 -0.08 0.392
H -3.4953 3.1377 -3.7727 0.04 -0.01 -0.08 0.412
H -1.9873 2.5323 -1.9234 0.12 -0.05 -0.01 0.533
H -1.4671 -3.1860 0.1152 -0.33 0.08 -0.09 0.486
H -3.1400 -3.1761 -0.4761 0.06 0.08 0.05 0.452
H -4.8448 -3.8954 0.9766 -0.08 -0.03 -0.10 0.395
H -5.6373 -4.5340 3.2129 -0.10 -0.05 0.03 0.391
H -4.1823 -4.2085 5.1795 -0.03 -0.02 0.10 0.395
H -1.9363 -3.2315 4.8962 0.07 0.00 0.07 0.414
H -1.1425 -2.5883 2.6593 0.13 0.03 -0.04 0.517
N 2.1610 -0.0616 -6.1342 -0.03 -0.07 -0.34 -0.453
C 2.1645 -0.0646 -4.7929 0.02 -0.01 0.58 1.114
C 2.7771 -1.0915 -4.0524 -0.09 0.13 -0.07 -0.841
C 2.7990 -1.0289 -2.6830 0.09 -0.13 -0.21 -0.510
N 2.2823 0.0009 -1.9954 0.03 -0.05 -0.18 -0.152
C 1.6548 0.9650 -2.6833 -0.02 0.26 -0.30 -0.392
C 1.5553 0.9619 -4.0498 0.13 -0.16 -0.09 -0.813
H 2.6346 -0.7788 -6.6547 -0.06 0.05 0.00 0.197
H 1.7251 0.6855 -6.6428 0.04 -0.02 -0.05 0.187
H 3.2394 -1.9244 -4.5558 0.05 -0.15 -0.03 0.360
H 3.2592 -1.8188 -2.1026 0.00 0.13 0.00 0.615
H 1.2161 1.7743 -2.1113 0.15 -0.19 -0.10 0.474
H 1.0280 1.7592 -4.5490 -0.01 0.14 -0.02 0.379
```
Positions in Å, forces in eV/Å.

***

# 3
Here is a molecular structure, C33H30FLuN4O5 from the OMol25 dataset. Energies are from ωB97M-V/def2-TZVPD.

## Properties
- spin multiplicity = 1
- energy above the lowest of the compared OMol25 structures with the same formula, charge and spin (kcal per mole) = 14.1
- LUMO level (eV) = -0.3

Structure (XYZ):
```
74
Properties=species:S:1:pos:R:3:forces:R:3:mulliken_charge:R:1
Lu -0.7798 0.0925 -0.3354 1.40 3.04 1.26 1.242
C -0.5996 -2.4059 1.6914 0.30 -0.10 -0.10 -1.368
C 0.8722 -2.7130 1.9712 -0.08 0.35 0.01 0.716
C 1.4045 -1.8860 3.1424 -0.08 -0.18 -0.11 -1.327
C 1.7464 -2.5831 0.7380 -0.03 0.06 0.01 0.592
C 2.3682 -3.7485 0.3071 0.15 0.00 -0.13 -1.375
C 3.2132 -3.7523 -0.7840 -0.05 -0.03 0.10 -1.348
C 3.4221 -2.5725 -1.4640 0.11 -0.03 0.01 -1.450
C 2.8168 -1.3811 -1.0861 -0.08 -0.09 -0.03 0.979
C 3.1016 -0.1987 -2.0000 -0.15 0.26 0.13 0.690
C 3.9682 0.9023 -1.3714 -0.02 -0.13 -0.17 -1.548
C 1.8384 0.3712 -2.6572 0.08 -0.19 -0.08 -1.373
C 1.9643 -1.3756 0.0412 0.42 -0.35 -0.06 -1.032
N 1.2725 -0.1870 0.3909 -0.11 -0.38 -0.24 2.773
C 1.9263 0.8439 0.9622 0.34 0.81 0.65 -0.359
C 3.1175 0.7569 1.7278 -0.52 -0.10 -0.24 -0.233
C 3.6238 1.8490 2.3911 0.06 0.21 0.08 -1.031
C 3.0035 3.0923 2.3280 0.04 -0.07 -0.04 -0.871
C 1.8752 3.2471 1.5363 -0.14 -0.07 -0.21 -0.766
C 1.3855 2.1451 0.8795 0.06 -0.33 -0.41 0.001
F 0.2830 2.2886 -0.0224 0.90 -0.04 0.60 -0.415
H -1.1912 -2.5371 2.5975 -0.14 0.15 -0.03 0.543
H -0.9883 -3.0813 0.9279 -0.10 0.15 -0.07 0.346
H -0.7246 -1.3647 1.3480 -0.01 -0.64 0.65 0.298
H 0.9241 -3.7649 2.2763 -0.04 0.12 -0.07 0.741
H 1.3581 -0.8207 2.9341 0.02 0.10 0.00 0.018
H 2.4422 -2.1473 3.3354 0.12 0.04 0.09 0.357
H 0.8251 -2.0968 4.0391 -0.06 0.02 0.15 0.478
H 2.1907 -4.6698 0.8431 -0.04 -0.08 0.09 0.428
H 3.7001 -4.6600 -1.1043 0.02 -0.12 -0.04 0.407
H 4.0680 -2.5735 -2.3305 0.06 0.01 -0.09 0.414
H 3.6997 -0.6138 -2.8202 -0.14 0.00 0.11 0.780
H 3.3723 1.6563 -0.8667 0.00 0.09 0.05 0.251
H 4.5498 1.3954 -2.1484 0.02 0.10 -0.07 0.529
H 4.6638 0.4769 -0.6520 0.10 0.03 0.07 0.305
H 1.1527 0.8232 -1.9221 0.35 0.03 -0.26 0.240
H 1.3147 -0.4288 -3.1821 -0.11 0.12 0.03 0.326
H 2.1261 1.1371 -3.3790 -0.09 0.11 0.02 0.591
H 3.6175 -0.1978 1.7820 0.02 -0.14 0.01 0.646
H 4.5261 1.7374 2.9751 0.07 -0.02 0.05 0.435
H 3.4102 3.9321 2.8650 0.03 0.15 0.05 0.439
H 1.4002 4.2096 1.4303 -0.13 0.08 -0.09 0.539
N -3.2861 2.5670 0.1660 -0.49 0.15 0.01 0.025
C -3.3299 1.8386 -1.0138 -0.20 0.20 -0.50 0.746
C -4.5832 1.5912 -1.5854 0.24 -0.07 0.11 -0.827
C -4.6527 0.9697 -2.8125 0.34 0.17 0.08 -0.497
C -3.4676 0.7003 -3.4865 0.11 0.01 0.05 -0.767
C -2.2709 0.9830 -2.8567 -0.19 0.15 -0.55 -0.298
N -2.1819 1.5138 -1.6263 -0.34 0.20 0.10 -0.154
C -2.4400 2.5099 1.2515 0.18 0.05 0.52 0.384
C -2.4689 3.5934 2.1459 0.07 -0.15 -0.12 -0.911
C -1.6841 3.5538 3.2755 0.00 -0.31 -0.14 -0.537
C -0.9223 2.4152 3.5221 -0.14 -0.07 -0.03 -0.948
C -0.9546 1.3980 2.5919 0.03 0.10 0.42 -0.178
N -1.6731 1.4360 1.4629 -0.33 0.43 0.09 0.223
H -4.1017 3.1479 0.3149 0.22 -0.18 -0.04 0.354
H -5.4811 1.8355 -1.0419 -0.07 0.01 0.14 0.377
H -5.6065 0.7043 -3.2406 -0.09 0.01 -0.04 0.435
H -3.4774 0.2475 -4.4635 0.10 -0.05 -0.12 0.486
H -1.3276 0.8158 -3.3682 -0.07 -0.21 0.13 0.450
H -3.0941 4.4466 1.9253 0.01 0.06 -0.03 0.450
H -1.6611 4.3895 3.9565 -0.05 0.09 0.09 0.443
H -0.3230 2.3179 4.4123 0.09 -0.02 0.03 0.525
H -0.3907 0.4894 2.7654 0.10 0.01 -0.09 0.231
O -4.1994 -4.1587 -2.9290 0.32 0.70 0.21 -0.569
C -3.6050 -3.1894 -2.5189 -0.53 -0.81 -0.43 0.376
C -4.0370 -2.2608 -1.3986 -0.98 0.19 0.44 0.037
O -5.1744 -2.1098 -0.9806 0.77 -0.12 -0.22 -0.649
C -2.8185 -1.5602 -1.0022 0.43 -0.65 -0.73 1.382
C -1.7802 -1.8281 -1.9148 -1.52 -0.70 0.26 0.190
O -0.6185 -1.2736 -1.7740 0.60 -1.27 -1.63 -0.601
C -2.2647 -2.6701 -3.0053 0.57 -0.01 -0.70 -0.125
O -1.7542 -2.8646 -4.0947 -0.24 0.01 0.60 -0.667
O -2.6308 -0.7456 -0.0118 -1.48 -0.88 0.40 -0.992
```
Positions in Å, forces in eV/Å.